Computed, not measured: C6H2Cl3NO8SW as an isolated structure, with ωB97M-V/def2-TZVPD.

Electronic energy ... -74313.4965 eV
Net charge ... +2
HOMO-LUMO gap (alpha / beta) ... 5.157 / 5.200 eV
HOMO level (alpha / beta) ... -16.43 / -16.42 eV
LUMO level (alpha / beta) ... -0.4145 / -0.4123 Eh
Maximum force ... 17.45 eV/Å

Element x y z (Å)
W: -1.57 -0.84 0.66
Cl: 4.52 2.79 -1.12
C: 3.01 2.06 -0.98
C: 2.94 1.10 0.19
C: 1.56 0.46 0.27
Cl: 1.12 -0.77 1.57
C: 0.22 1.10 -0.32
O: -0.89 0.57 -0.08
C: 0.58 2.13 -1.41
Cl: -0.73 2.68 -1.56
C: 1.82 2.85 -1.45
H: 3.81 0.60 1.02
H: 2.38 3.75 -2.21
O: -2.33 -2.96 1.47
S: -2.75 -1.92 2.29
O: -3.89 -2.53 3.21
O: -3.21 -0.84 1.32
O: -1.07 -1.21 2.71
O: -1.32 -3.26 -2.29
N: -1.60 -2.47 -1.37
O: -2.25 -1.14 -1.31
O: -0.35 -2.14 -0.61